Entry 1:
{"formula": "C3H8N3O", "method": "the ωB97M-V functional and the def2-TZVPD basis", "energy_ev": -9750.14273, "e_homo_ev": -12.75, "e_above_lowest_ev": 2.321, "charge": 1, "smiles": "N/[NH+]=C\\C=C(\\N)O", "elements": ["N", "N", "C", "C", "C", "N", "O", "H", "H", "H", "H", "H", "H", "H", "H"], "positions_angstrom": [[2.211139, -1.133450, 0.054861], [2.010549, 0.288588, 0.018744], [0.988361, 1.162856, 0.038948], [-0.425893, 1.067921, 0.059470], [-1.200834, -0.046206, -0.013949], [-2.577504, 0.058670, -0.031441], [-0.662745, -1.233214, 0.083014], [1.249668, -1.536205, 0.207675], [2.727605, -1.603122, -0.590424], [2.971179, 0.677634, 0.007785], [1.442361, 2.132980, 0.030244], [-1.114018, 1.968270, 0.034673], [-3.100383, -0.764980, 0.052694], [-3.229204, 0.896381, 0.033849], [-1.290280, -1.936121, 0.013857]], "atomic_forces_ev_per_a": [[-5.65, 1.84, 4.16], [1.73, -0.29, -0.95], [0.57, -1.61, -0.16], [-0.01, 1.63, -0.47], [-2.46, 1.11, 0.90], [0.47, 1.23, -0.10], [0.57, -0.26, -0.21], [1.92, 0.19, -0.36], [1.82, -0.51, -2.93], [-1.29, 0.25, 0.11], [-0.25, 0.59, 0.14], [1.82, -0.70, 0.10], [-0.66, -1.34, 0.06], [2.16, -1.14, -0.21], [-0.75, -0.98, -0.08]], "lowdin_charge": [0.0960, -0.0012, -0.0131, -0.0222, -0.4025, 0.1837, 0.1410, 0.0978, 0.0604, 0.1733, 0.1339, 0.1471, 0.0916, 0.1767, 0.1375]}

Entry 2:
{"formula": "C3H8N3O", "method": "the ωB97M-V functional and the def2-TZVPD basis", "s2": 2.006, "energy_ev": -9743.85120, "e_homo_ev": [-9.95, -14.47], "spin_multiplicity": 3, "e_above_lowest_ev": 4.103, "charge": 1, "elements": ["C", "C", "C", "N", "N", "N", "O", "H", "H", "H", "H", "H", "H", "H", "H"], "positions_angstrom": [[-0.661764, -0.488775, 0.525863], [0.943149, -1.491367, 0.343710], [-2.005982, 2.444647, -0.614294], [-0.825329, 0.629841, 0.044112], [2.100845, -0.911823, 0.250901], [0.778114, -2.765910, 0.106642], [-1.943510, 1.311112, 0.206292], [-1.270038, -1.168795, 1.015182], [-2.614807, 2.370230, -1.623096], [-1.051479, 3.028798, -0.749113], [-2.771524, 3.068383, -0.138513], [2.348779, 0.023319, 0.284888], [2.962137, -1.442747, -0.041974], [-0.115673, -3.096345, -0.301632], [1.490309, -3.425237, 0.290230]], "atomic_forces_ev_per_a": [[6.42, -9.39, 2.18], [-4.65, 4.45, 0.14], [-2.13, 2.62, -2.51], [-0.59, 6.55, -4.21], [2.93, -2.31, -0.70], [-2.24, -0.67, -0.44], [0.81, -0.19, 1.28], [-1.76, -1.12, 0.17], [1.80, -0.99, 1.45], [-0.95, -1.15, 0.28], [0.62, 0.12, 0.56], [-0.52, 2.23, 0.64], [-1.54, 0.29, 0.32], [1.03, 0.29, 0.81], [0.77, -0.74, 0.04]], "lowdin_charge": [0.0135, -0.2590, -0.0532, 0.0107, 0.1783, 0.1570, -0.0254, 0.0745, 0.1461, 0.1215, 0.0964, 0.1010, 0.1686, 0.1530, 0.1170]}

Question: Which formula does entry 2 have?
Answer: C3H8N3O